123
Properties=species:S:1:pos:R:3:forces:R:3:lowdin_charge:R:1 method="wB97M-V/def2-TZVPD" lumo_energy_ev=0.11 spin_multiplicity=1 e_homo_ha=-0.359 largest_force_ha_per_bohr=0.0502 relative_energy_kcal_mol=55.5 total_energy_ev=-60006.7254 charge=0
C 4.587906 -2.690036 -3.169658 0.00 -0.47 0.99 -0.15
O 4.457113 -1.839219 -2.020234 0.06 1.04 -1.01 -0.14
H 3.717950 -3.345338 -3.212814 0.23 -0.41 -0.06 0.07
H 4.628039 -2.190895 -4.137831 -0.14 0.86 0.47 0.07
H 5.539236 -3.216449 -3.092429 -0.16 -0.49 -0.07 0.07
H 4.361363 -2.321827 -1.195896 -0.03 -0.49 -0.29 0.06
C -5.899826 2.703202 1.618388 0.68 -0.25 1.06 -0.19
O -6.921483 2.452777 0.711751 -0.47 0.29 -0.76 -0.11
H -6.135567 3.507300 2.315489 -0.12 0.23 0.06 0.07
H -5.768403 1.805487 2.222482 0.24 -0.02 -0.08 0.08
H -4.977390 2.964927 1.100014 0.26 -0.15 0.13 0.08
H -6.814609 3.172005 0.084960 -0.58 -0.14 -0.43 0.08
C -3.365877 -1.206359 5.617006 0.83 1.20 0.70 -0.19
O -3.570007 -2.549550 5.332495 -0.76 -0.90 -0.78 -0.11
H -3.187860 -0.627846 4.710511 0.32 -0.48 -0.22 0.08
H -4.149761 -0.621812 6.098594 -0.65 -0.60 0.22 0.07
H -2.504714 -1.144978 6.282383 0.28 0.48 -0.08 0.08
H -3.899399 -3.034699 6.092577 0.01 0.25 0.12 0.08
C 2.490807 -0.740075 4.932924 -0.07 -0.99 -1.66 -0.20
O 2.643291 -0.240444 6.214156 -0.17 0.39 0.59 -0.09
H 2.112834 -0.043106 4.184948 -0.07 0.47 0.17 0.07
H 3.409676 -1.149010 4.512755 0.44 0.10 0.08 0.07
H 1.801381 -1.582349 4.874922 -0.23 0.01 0.61 0.08
H 2.904438 0.679415 6.128962 0.12 0.08 0.17 0.07
C -0.000092 -0.207413 -5.572990 0.10 -0.58 -0.66 -0.15
O -1.312227 -0.603257 -6.002071 0.08 0.43 0.66 -0.13
H 0.646841 -1.084642 -5.565829 0.14 -0.09 0.15 0.07
H 0.461183 0.504299 -6.257685 -0.14 0.23 0.01 0.07
H -0.003205 0.215109 -4.568212 -0.46 -0.03 -0.12 0.08
H -1.340786 -0.694108 -6.957335 0.22 0.03 0.03 0.07
C -0.277441 3.601291 6.404114 0.42 0.37 -0.64 -0.18
O -1.557928 3.664952 6.945269 -0.97 -0.22 1.01 -0.12
H 0.471384 3.295440 7.134745 -0.33 -0.07 0.23 0.08
H -0.271116 2.882470 5.584743 0.34 0.05 -0.25 0.07
H -0.012282 4.604048 6.069033 0.46 -0.08 -0.34 0.08
H -2.113458 4.223700 6.396827 0.09 -0.06 -0.02 0.08
C -5.019709 0.191910 -3.883702 0.26 -1.30 0.11 -0.14
O -4.733968 -1.223492 -3.914820 0.23 0.48 -0.29 -0.14
H -5.952088 0.195560 -3.319106 0.14 0.83 -0.10 0.08
H -4.182490 0.703684 -3.409097 -0.31 0.28 0.38 0.07
H -5.106722 0.598187 -4.891400 -0.39 0.03 -0.03 0.07
H -3.871139 -1.296046 -4.329391 0.15 -0.31 -0.10 0.05
C -2.835730 5.904409 -5.532225 0.00 -0.23 -1.09 -0.09
C -2.140721 4.723787 -4.847054 0.54 1.51 0.36 -0.32
O -2.683194 4.721105 -3.559457 -0.78 -0.50 1.35 -0.09
H -3.899749 5.676311 -5.594777 -0.04 -0.01 -0.10 0.07
H -2.465837 6.100663 -6.538584 -0.03 -0.47 -0.28 0.06
H -2.765630 6.898694 -5.091125 0.34 -0.40 0.83 0.07
H -1.075368 4.886345 -4.683637 0.32 0.14 -0.76 0.11
H -2.263869 3.760409 -5.341857 -0.26 0.07 -0.31 0.11
H -2.027026 4.413590 -2.929798 -0.08 -0.14 0.04 0.08
C -0.538336 0.685955 0.563905 -0.17 0.45 -0.25 -0.08
C 0.617246 1.625994 0.221856 -0.37 -2.37 0.95 -0.38
O 0.123010 2.703877 -0.444021 -0.47 2.02 -1.06 -0.06
H -1.033679 0.325085 -0.337485 0.38 -0.31 -0.19 0.07
H -1.344834 1.246405 1.036739 0.20 0.03 0.54 0.07
H -0.191867 -0.142714 1.181476 -0.20 0.00 -0.03 0.07
H 1.299420 1.075433 -0.425924 0.51 -0.13 0.18 0.11
H 1.098916 1.945657 1.145929 0.34 -0.18 0.15 0.11
H 0.873377 3.299560 -0.504961 -0.22 0.52 -0.34 0.09
C 5.010200 -5.223828 0.924304 1.07 -0.45 -0.64 -0.10
C 3.678970 -5.379346 1.569448 -0.35 -0.06 1.10 -0.35
O 2.791757 -4.423558 1.031535 -0.15 0.33 -0.21 -0.07
H 5.472406 -4.240590 1.012075 -0.58 0.32 0.00 0.08
H 4.950965 -5.494882 -0.129798 0.01 0.17 -0.13 0.07
H 5.789380 -5.857864 1.347367 -0.29 -0.42 0.20 0.07
H 3.761640 -5.263922 2.650158 0.17 0.41 0.27 0.11
H 3.233231 -6.371300 1.495759 0.29 -0.36 -0.58 0.11
H 1.979211 -4.466639 1.540962 -0.21 0.12 -0.04 0.08
C -1.493762 -5.218167 -2.714548 0.61 1.06 0.64 -0.11
C -2.649233 -6.138011 -2.907406 0.10 -0.22 -0.50 -0.32
O -2.492008 -6.821044 -4.150448 -0.46 -0.08 -0.02 -0.08
H -0.633113 -5.792581 -2.371871 0.21 0.17 0.03 0.07
H -1.716145 -4.437651 -1.986919 0.05 -0.20 0.44 0.07
H -1.201000 -4.630206 -3.584426 -0.21 -0.36 -0.40 0.08
H -3.596502 -5.598780 -2.903046 -0.04 -0.19 -0.25 0.11
H -2.643558 -6.872418 -2.101984 -0.30 -0.02 0.23 0.10
H -1.558634 -7.037974 -4.208462 0.06 -0.13 -0.16 0.07
C 5.217559 2.623553 2.722307 -0.37 0.09 -0.48 -0.08
C 4.629077 3.671923 3.684969 1.12 -0.45 -1.32 -0.33
O 4.766438 3.178871 4.981009 -0.99 -0.13 1.32 -0.08
H 4.786925 1.643183 2.926111 -0.24 0.05 0.27 0.06
H 6.294485 2.466699 2.783494 0.10 0.41 0.15 0.07
H 4.959801 2.820364 1.681663 0.15 0.25 -0.10 0.07
H 3.600609 3.868978 3.382458 -0.31 -0.42 0.69 0.11
H 5.093496 4.656193 3.624780 0.40 0.05 -0.32 0.10
H 5.692332 3.050373 5.199634 0.06 0.09 -0.21 0.09
C 4.352293 2.707669 -4.017043 -0.74 1.01 -0.34 -0.11
C 5.800060 2.343495 -4.064734 -0.34 0.04 0.60 -0.32
O 6.216319 2.050753 -2.722606 0.48 0.11 -0.79 -0.08
H 3.714140 1.943201 -3.573820 -0.01 -0.22 -0.34 0.07
H 4.027310 3.022947 -5.008555 -0.36 -0.47 -0.21 0.07
H 4.189476 3.608714 -3.425684 0.25 0.01 0.32 0.07
H 6.340280 3.196169 -4.476079 0.41 -0.10 0.39 0.11
H 5.949950 1.503443 -4.742925 0.22 -0.22 0.06 0.11
H 5.653919 1.316355 -2.465760 0.06 -0.21 0.33 0.07
C -1.754461 -7.156756 3.670192 -0.17 -0.73 -0.43 -0.09
C -1.613673 -6.262238 2.446312 0.56 1.22 1.11 -0.29
O -1.200818 -4.948593 2.886851 0.25 -0.23 -0.30 -0.11
H -2.448678 -6.738719 4.399171 -0.26 -0.04 -0.18 0.07
H -0.847059 -7.376868 4.232577 0.36 0.46 -0.35 0.07
H -2.094501 -8.135739 3.332461 -0.40 -0.10 0.16 0.07
H -2.549494 -6.087713 1.915396 -0.13 -0.69 -0.15 0.11
H -0.831655 -6.592870 1.762774 -0.17 -0.15 -0.02 0.11
H -1.914336 -4.636704 3.448291 0.00 0.33 0.14 0.06
C -6.182673 -3.248681 0.494161 -0.37 -0.88 0.63 -0.09
C -7.668653 -3.061482 0.096396 1.77 -0.08 -0.67 -0.33
O -8.187961 -1.958272 0.753251 -0.94 0.75 0.59 -0.07
H -5.798365 -4.198838 0.123189 0.11 0.02 -0.22 0.06
H -6.081215 -3.294000 1.578478 -0.31 -0.16 0.20 0.07
H -5.477301 -2.458716 0.236273 -0.40 0.22 -0.65 0.07
H -8.306439 -3.923321 0.292759 0.24 -0.02 0.45 0.11
H -7.704280 -2.934295 -0.985565 -0.08 0.10 -0.30 0.10
H -7.643632 -1.192254 0.557014 0.01 0.10 -0.04 0.08
C 5.146203 7.199701 -0.823585 0.65 0.43 0.20 -0.09
C 3.771215 7.532717 -0.310418 0.85 0.52 -0.08 -0.36
O 2.893510 6.645103 -0.908629 -1.61 -0.85 -0.26 -0.08
H 5.442914 6.201517 -0.501607 0.13 0.08 -0.08 0.08
H 5.881861 7.947942 -0.528539 0.17 -0.12 0.30 0.07
H 5.140429 7.246962 -1.912552 -0.08 -0.20 -0.12 0.07
H 3.541149 8.564623 -0.575659 -0.20 0.23 0.12 0.11
H 3.666997 7.429624 0.769679 0.09 -0.06 -0.02 0.11
H 2.822622 6.870369 -1.839133 -0.02 -0.07 -0.06 0.08

***

17
Properties=species:S:1:pos:R:3:forces:R:3:lowdin_charge:R:1 method="wB97M-V/def2-TZVPD" lumo_energy_ev="0.87 / -0.16" spin_multiplicity=1 e_homo_ha="-0.304 / -0.252" largest_force_ha_per_bohr=0.1087 relative_energy_kcal_mol=143.0 total_energy_ev=-8425.0381 charge=0
C 2.245930 0.618381 -0.120502 -2.20 0.35 0.86 -0.05
C 2.507646 -0.601193 -0.426690 -2.50 -2.63 0.61 -0.08
C 1.027225 1.285772 0.487731 -0.77 1.91 0.60 -0.20
C -0.291985 0.520423 0.488309 0.23 -0.39 -0.43 -0.25
C -0.307790 -0.940487 0.850974 -2.31 0.32 -5.06 -0.04
C -2.386103 0.398049 -0.837504 1.14 -5.05 2.10 -0.10
O -1.272832 1.100674 -0.307393 0.63 0.26 0.25 -0.15
H 1.928305 -1.651268 -0.353476 0.78 2.44 0.24 0.10
H 3.331655 -0.799643 -0.956574 3.48 -0.67 -1.86 -0.01
H 1.259029 1.568006 1.593225 -0.20 -0.10 -1.97 0.14
H 0.797558 2.203751 -0.177099 0.47 -1.02 1.54 0.13
H -0.074474 -1.174779 1.803811 0.47 -0.48 3.35 0.04
H 0.489264 -1.411261 0.238875 -0.62 -0.05 0.26 0.03
H -1.294116 -1.432707 0.476959 1.68 0.74 1.13 0.10
H -2.964866 -0.203378 0.071387 1.12 1.72 -2.24 0.13
H -1.919497 -0.516635 -1.478770 -1.52 2.23 0.90 0.13
H -3.074944 1.036293 -1.353262 0.11 0.42 -0.27 0.07

***

16
Properties=species:S:1:pos:R:3:forces:R:3:lowdin_charge:R:1 method="wB97M-V/def2-TZVPD" lumo_energy_ev=1.04 spin_multiplicity=1 e_homo_ha=-0.306 largest_force_ha_per_bohr=0.0107 relative_energy_kcal_mol=108.7 total_energy_ev=-7390.0512 charge=0
C -1.532079 0.030690 -1.435939 -0.06 0.06 -0.11 -0.17
O -1.418489 -0.070150 -0.032416 0.37 -0.26 -0.01 -0.23
C 0.421676 -0.152622 0.542975 0.19 -0.21 0.14 -0.34
C 0.358613 -1.551191 0.700627 0.44 0.11 0.13 -0.06
C 1.234434 0.886655 -0.118578 -0.06 -0.01 -0.16 -0.07
C 0.778491 1.037067 1.336410 -0.10 0.02 0.10 -0.06
H -2.521367 -0.320290 -1.762718 0.23 0.09 0.07 0.08
H -1.421023 1.080359 -1.746084 -0.03 -0.21 0.06 0.08
H -0.757456 -0.569226 -1.949198 -0.18 0.11 0.12 0.09
H 0.870383 -2.165374 -0.041700 -0.16 0.13 0.11 0.06
H 0.375538 -1.936031 1.720927 -0.09 0.08 -0.21 0.07
H -0.973774 -1.169630 0.286459 -0.18 0.50 -0.15 0.13
H 2.273988 0.636840 -0.336069 -0.29 0.00 0.07 0.11
H 0.777869 1.567095 -0.835383 0.03 -0.19 0.16 0.10
H 0.032493 1.803645 1.529163 0.10 -0.21 -0.10 0.11
H 1.500702 0.892162 2.141523 -0.20 -0.02 -0.22 0.11

***

18
Properties=species:S:1:pos:R:3:forces:R:3:lowdin_charge:R:1 method="wB97M-V/def2-TZVPD" lumo_energy_ev=0.13 spin_multiplicity=1 e_homo_ha=-0.283 largest_force_ha_per_bohr=0.0929 relative_energy_kcal_mol=81.3 total_energy_ev=-12751.1633 charge=0
C -0.886635 -1.845506 -0.002551 -0.09 -0.15 0.16 -0.07
N -0.161771 -0.758546 -0.642684 1.35 -0.41 -1.28 -0.20
N -0.624385 -0.461732 -1.943375 0.11 -0.34 -0.56 0.08
C 1.150469 -0.261141 -0.225169 -4.43 1.61 -0.79 -0.29
O 1.872940 0.295724 -1.030018 0.34 -0.88 0.70 0.04
C 0.340878 0.448132 0.944015 3.38 1.67 1.87 -0.39
N 0.134717 -0.228198 2.141041 -0.04 -0.16 0.07 0.10
N 0.150597 1.715895 0.898943 -0.67 -1.43 0.38 -0.01
N 0.145061 2.408434 -0.288335 0.01 0.23 -0.71 -0.01
H -1.744609 -1.453001 0.546825 -0.01 -0.07 -0.03 0.09
H -0.251434 -2.395045 0.691761 -0.07 0.09 -0.11 0.08
H -1.239714 -2.508846 -0.788448 0.06 -0.08 0.02 0.08
H -0.955767 0.500208 -1.963093 0.13 -0.02 0.23 0.08
H 0.157182 -0.517044 -2.594565 -0.09 -0.03 0.14 0.09
H 0.915032 -0.810575 2.417449 -0.05 0.05 -0.06 0.09
H -0.130831 0.409889 2.881924 -0.10 -0.02 -0.14 0.10
H 0.294949 3.386627 -0.074908 0.03 -0.16 -0.10 0.08
H 0.833320 2.074726 -0.968812 0.14 0.09 0.22 0.06